No. 1
27
Properties=species:S:1:pos:R:3 method="wB97M-V/def2-TZVPD" homo_lumo_gap_ha=0.33918 e_lumo_ev=0.9 energy_ev=-12676.3779
O -2.7593 -0.1664 0.3995
C 0.6034 0.4372 1.6711
H -1.3908 -0.4807 -3.5696
C 1.8177 -0.5020 3.6706
H 1.3932 2.0651 -2.8170
H -2.5593 -1.6354 2.4376
C -0.5859 -1.0459 3.1298
H 1.6346 -1.1826 4.4465
C -0.5666 0.6861 0.9174
C 0.5746 1.4475 -2.4686
H 1.6230 -0.1832 -3.4934
H -0.4227 1.7507 -2.7806
H -2.6862 0.4746 -0.3218
C 0.5622 -0.3230 2.8170
C -1.6949 -1.0190 2.2841
H 2.5968 -0.8836 3.0174
H -0.4756 1.2888 0.0380
H 0.6504 -0.6982 -2.1741
H -0.6139 -1.5877 4.0497
C 0.6500 -0.0045 -3.0221
H -0.5083 0.5271 -4.7146
H 0.6625 1.4446 -1.3939
H -0.1936 -1.2676 -4.5346
H 2.1929 0.4743 3.9544
C -1.6094 -0.1829 1.1825
C -0.4208 -0.3227 -4.0477
H 1.5261 0.8894 1.3222

***

No. 2
27
Properties=species:S:1:pos:R:3 method="wB97M-V/def2-TZVPD" homo_lumo_gap_ha=0.33926 e_lumo_ev=0.8 energy_ev=-12676.1501
C 1.7180 -3.0221 0.7531
H -2.0194 -0.3160 -0.2578
C -1.2444 0.4455 -0.1305
C 0.6077 2.4651 0.3974
H -1.4870 0.2794 1.9600
H -0.3388 -3.7250 -1.8251
H -1.0626 1.4168 -3.3054
H 2.4896 -3.5052 1.3441
O -0.2936 2.5249 2.6462
H 0.5629 2.9582 2.7830
H 1.3327 3.1965 0.7184
H -0.1702 -0.0844 -2.8804
C 0.4372 -3.1562 -1.3446
C -1.0924 0.9086 1.1759
H -0.1781 -4.1139 0.5016
H 1.2454 -2.4473 1.5338
H -1.9162 0.0104 -2.4924
H 2.2239 -2.3422 0.0506
H -0.0149 -2.2076 -1.0058
H 0.9891 2.4120 -1.7359
C -1.0070 0.5834 -2.5837
C 0.7788 -3.9428 -0.0017
C 0.3981 2.0151 -0.9198
H 1.3014 -4.8859 -0.0905
C -0.6169 1.1110 -1.1974
C -0.2551 1.9702 1.3912
H 1.3867 -2.9735 -1.8278

***

No. 3
27
Properties=species:S:1:pos:R:3 method="wB97M-V/def2-TZVPD" homo_lumo_gap_ha=0.34053 e_lumo_ev=0.8 energy_ev=-12676.5413
H 1.5144 -2.6859 1.7732
C -0.3623 -2.7319 -1.7901
H -1.2929 2.5598 -1.1925
C 0.8135 -1.8812 1.5957
C 0.4508 -1.4541 0.3152
H 0.5927 -1.6380 3.6884
C -0.4389 -0.0803 2.5917
C -0.3030 2.5072 -1.6508
H -0.6740 -3.7190 -1.4625
C -0.3751 -0.3601 0.1881
C 0.8164 -2.2471 -0.9111
C 0.3015 -1.2572 2.7190
C -0.7495 0.3734 1.3341
H -0.1131 -2.6674 -2.8418
O -0.9304 0.4485 3.7560
H -1.6111 1.0973 3.5097
H 0.3759 4.5372 -1.4554
H 1.6532 3.4427 -1.5210
H -0.4176 2.6768 -2.7223
H -1.4150 1.2221 1.1869
H 1.3921 -3.1292 -0.6590
H -1.2136 -2.0644 -1.6184
C 0.6630 3.5410 -1.0856
H 0.6391 3.6500 -0.0012
H -0.9074 0.0040 -0.6743
H 1.5008 -1.6505 -1.5202
H 0.0904 1.5061 -1.5517

***

No. 4
27
Properties=species:S:1:pos:R:3 method="wB97M-V/def2-TZVPD" homo_lumo_gap_ha="0.33939 / 0.19870" total_charge=+1 spin_multiplicity=2 e_lumo_ev="-4.1 / -8.0" energy_ev=-12667.0417
C -0.9964 2.1593 -3.5357
C -1.5964 0.4654 2.3906
H -0.6707 1.9961 -4.5654
H -2.2778 0.4686 1.4777
C 0.9814 -2.9553 1.6514
H 1.7770 3.1539 -3.2357
H -1.9306 -2.0922 3.2216
H 0.9448 0.3596 1.4368
C 0.1401 1.6475 -2.6721
H -1.2701 3.1969 -3.2734
C 1.2895 -1.6394 1.1960
H 2.2900 2.0688 -2.0524
O 1.9862 -3.8356 1.3745
H 1.1390 3.4733 -1.5558
H -0.2743 1.4432 -1.7432
H 2.2068 -1.5252 0.6250
H -1.1118 1.3842 2.4129
H -0.5017 -4.0764 2.6804
C 1.3696 2.5562 -2.3911
C -0.9830 -1.9609 2.6696
C -0.2116 -3.0813 2.3591
C 0.6303 -0.5613 1.6146
H 1.6496 -4.6062 0.8839
H -2.3596 0.3448 3.1864
H 0.3664 0.6982 -2.9862
H -1.9157 1.5833 -3.4787
C -0.6706 -0.6656 2.3092

***

No. 5
27
Properties=species:S:1:pos:R:3 method="wB97M-V/def2-TZVPD" homo_lumo_gap_ha="0.34923 / 0.19131" total_charge=+1 spin_multiplicity=2 e_lumo_ev="-3.7 / -8.0" energy_ev=-12666.1412
C 0.0201 2.1284 -1.0272
H -1.6390 -3.0261 0.3391
C 0.6042 2.1893 1.7815
O 2.6550 1.0684 1.0643
H 0.1093 -1.5767 0.1552
C -0.9680 -3.4474 -0.4902
H 2.8241 0.6789 1.9438
C 1.1812 1.6909 -0.5082
H 1.6639 -3.4785 0.9362
C 1.3907 1.6133 0.8822
H 1.9120 1.2094 -1.0933
C -2.4243 2.7862 -0.5111
H -0.6610 -4.5476 -0.3469
H -0.3103 2.1049 -2.1030
H -1.6670 -3.4801 -1.2978
H -1.4554 3.0187 1.8102
H 0.4243 -1.9310 -1.5865
C 1.4481 -3.3000 -0.1914
H 1.4548 -4.0999 -0.9912
H -3.2075 2.5783 0.1541
H -2.4072 3.7468 -0.9434
H 2.2672 -2.6127 -0.2758
C 0.1275 -2.4273 -0.5940
C -0.9334 2.4662 -0.0670
H -2.6175 1.9214 -1.1315
C -0.6263 2.5440 1.2255
H 0.8347 2.1821 2.8663

***

No. 6
28
Properties=species:S:1:pos:R:3 method="wB97M-V/def2-TZVPD" homo_lumo_gap_ha=0.30229 e_lumo_ev=0.6 energy_ev=-14721.0030
C -1.4515 1.0030 1.3186
H -0.9495 0.9956 2.3517
H -1.6069 -1.2891 2.1818
H -0.1186 1.9250 -1.6324
C 1.9768 0.7549 0.7199
C -2.4547 -0.2650 -0.5698
H 3.3096 -0.9378 0.9835
C 1.3695 -1.4674 0.0285
H 3.0565 1.3016 0.6006
O 0.0692 -0.7629 -1.9496
H -2.6592 0.5750 -1.1509
H 0.6975 2.9133 -0.3833
H -1.7511 1.8559 0.8630
H -3.4899 -1.5746 -1.8957
H 1.5914 1.3218 1.5792
C 2.2308 -0.7208 1.0530
H 2.0499 -1.0336 2.0277
H 1.6934 2.4255 -1.9990
C 1.2541 0.8519 -0.5945
O -1.4429 -1.4038 1.1989
H -0.6979 -0.1107 -1.9450
H 0.6266 -1.9650 0.6171
C 0.9009 2.1391 -1.2262
H 1.8442 -2.3160 -0.4008
C -2.7943 -1.4127 -1.0530
H -2.3593 -2.2662 -0.5167
C -1.6957 -0.1516 0.7071
C 0.8009 -0.3857 -0.9139

***

Values of relative energy (zero: lowest compared OMol25 entry of this formula, charge and spin), in order: 1.347, 1.575, 1.184, 2.137, 3.038, 3.473, all in eV.
Values of maximum force, in order: 2.70, 2.73, 2.18, 4.37, 6.29, 4.44, all in eV/A.